Entry 1:
DFT (the ωB97M-V functional and the def2-TZVPD basis) results for H18O14SV as an isolated structure in a non-equilibrium geometry.

Geometry as XYZ:
```
34
Properties=species:S:1:pos:R:3:lowdin_charge:R:1
O -0.5649 -1.8912 0.2688 -0.041
H -2.2319 1.2588 -0.6952 0.037
H -2.6949 2.8658 0.6678 0.105
O -0.0409 1.4968 -2.2162 -0.004
H -0.6569 1.6128 -2.9202 0.081
S 2.7221 -1.7092 -1.0952 0.192
O -0.1569 0.6038 0.3428 -0.350
H -1.6889 -1.4962 -3.0722 0.083
H 0.2711 1.5548 1.3678 -0.065
H -2.4199 -0.7792 2.2298 0.053
H 3.4161 0.5218 1.7128 0.043
O 2.9601 -2.4322 0.1268 -0.336
O 0.5571 -1.4912 2.6078 -0.051
H -0.2479 -1.9382 1.1558 0.002
O -0.7889 -1.3402 -2.8202 -0.032
H -1.2239 3.4228 0.3318 0.086
H -1.3139 0.2278 1.7268 -0.051
H -0.3819 2.7938 2.0628 -0.011
O 1.4711 -0.9622 -1.1182 -0.418
H 1.1111 -0.7952 2.2178 0.017
H -2.9579 0.2938 -1.5792 0.101
O -2.1749 0.3498 -1.0432 -0.077
H 0.9981 -2.3782 2.5248 0.097
H -1.1089 -2.6712 0.3168 0.102
O 2.7231 -2.6642 -2.1912 -0.364
H -0.2349 -2.0662 -3.2172 0.151
V -0.2469 -0.2802 -1.0952 1.055
O 0.1991 2.0688 2.2088 -0.062
O 2.5201 0.3138 1.5648 -0.033
O -2.1739 0.1628 2.1218 -0.062
H 0.0861 2.4228 -1.9982 0.111
O 3.8641 -0.7992 -1.2862 -0.363
H 2.3641 0.8888 0.7788 0.065
O -1.9529 2.8338 0.0118 -0.063
```

**HOMO-LUMO gap (spin up / spin down)**: 5.1 / 5.3 eV
**Energy above the lowest of the compared OMol25 structures with the same formula, charge and spin**: 162.46 kJ/mol
**Energy**: -2406.309298 a.u.
**Multiplicity**: 2
**HOMO (spin up / spin down)**: -6.9242 / -6.9145 eV

Entry 2:
DFT (the ωB97M-V functional and the def2-TZVPD basis) results for a 2-piece molecular cluster, C4H4N6O4 overall in a non-equilibrium geometry.

Geometry as XYZ:
```
18
Properties=species:S:1:pos:R:3:lowdin_charge:R:1
O 9.4003 2.1929 0.2376 -0.161
H 10.5535 0.1670 0.8967 -0.007
C -3.5994 0.7958 0.1343 -0.081
N -5.3859 0.6170 -1.4687 0.124
O 10.7940 2.3046 -1.4076 -0.171
C -3.1445 -0.3958 -0.2517 -0.171
N 10.3899 1.7095 -0.3541 -0.654
H -2.2834 -0.6927 0.2687 0.086
N 10.9390 0.6278 0.0860 -0.007
H -2.9996 1.2779 0.8416 0.088
O -6.5365 4.1628 0.1236 -0.068
H -3.3843 -2.1059 -1.4525 0.107
N -4.9289 -0.5775 -1.8256 0.050
C -4.7481 1.2765 -0.4914 -0.344
O -7.1725 2.0218 0.8419 -0.229
C -3.8344 -1.0806 -1.2044 -0.200
N -5.2243 2.5413 -0.3438 0.074
N -6.3177 2.9586 0.1434 -0.435
```

**HOMO-LUMO gap (spin up / spin down)**: 6.2 / 4.9 eV
**Net charge**: -2
**Energy**: -783.970596 a.u.
**Multiplicity**: 3
**HOMO (spin up / spin down)**: -1.4663 / -2.8510 eV